Entry 1:
The following is a quantum chemistry calculation of a single C3H7N3 molecule at a distorted geometry, from the Open Molecules 2025 dataset.

CARTESIAN COORDINATES (ANGSTROEM)
C: -1.09277 0.25386 -1.77977
C: -0.62044 -0.81530 1.05310
C: -0.09930 0.73610 -0.87482
N: -1.95961 -0.18613 -2.38506
N: 1.04551 -0.01204 -1.27378
N: -0.42111 0.58407 0.54344
H: -0.27266 -0.79722 2.10910
H: -1.64666 -1.15658 1.20599
H: 0.22038 -1.42445 0.52246
H: -0.02894 2.02083 -0.89828
H: 1.25412 0.11099 -2.18011
H: 1.76812 0.16133 -0.65125
H: -1.35474 0.97833 0.57233

Output
Energy relative to the best compared isomer or geometry (same formula, charge and spin) (kJ/mol): 351.6
2S+1: 3
<S²>: 2.007
HOMO energy (alpha / beta) (eV): -3.81 / -10.67
Kohn-Sham gap (alpha / beta) (eV): 4.5 / 6.2
Lowest unoccupied orbital energy (alpha / beta) (eV): 0.7 / -4.5

---

Entry 2:
The following is a quantum chemistry calculation of a single C6H6O molecule at a distorted geometry, from the Open Molecules 2025 dataset.

CARTESIAN COORDINATES (ANGSTROEM)
C: -1.35669 -0.65837 0.30795
C: -0.26276 -1.42636 -0.11405
C: 1.09137 -0.82628 -0.14452
O: 1.42522 -0.08882 0.96873
C: 1.20257 0.74383 -0.17400
C: -0.11614 1.29504 -0.14972
C: -1.26331 0.75238 0.29872
H: -2.29268 -1.22403 0.26898
H: -0.21509 -2.39790 -0.47253
H: 1.89379 -1.48855 -0.43242
H: 2.02503 1.39289 -0.51924
H: -0.14768 2.37508 -0.41330
H: -1.98364 1.55111 0.57541

Output
Energy relative to the best compared isomer or geometry (same formula, charge and spin) (kJ/mol): 265.7
HOMO energy (eV): -8.72
Kohn-Sham gap (eV): 9.4
SMILES: C1=C[C@@H]2O[C@@H]2C=C1
Lowest unoccupied orbital energy (eV): 0.7

---

Entry 3:
The following is a quantum chemistry calculation of 3 unconnected molecules or ions with the total composition C25H41BBr2F4IN4O4 at a distorted geometry, from the Open Molecules 2025 dataset.

CARTESIAN COORDINATES (ANGSTROEM)
C: 4.18581 3.81536 -2.82511
B: 3.86283 2.31280 -3.17990
O: 4.87107 1.39912 -3.30700
C: 2.31565 1.91428 -3.35784
C: 1.68137 1.10556 -2.37624
C: 2.57335 0.62462 -1.23989
C: 1.90127 -0.25443 -0.18300
C: 1.97382 -1.76983 -0.45422
F: 0.88220 -2.30482 0.13911
Br: 1.87309 -2.22924 -2.33828
C: 3.19339 -2.49388 0.21323
F: 3.38115 -3.64599 -0.39045
F: 2.99084 -2.70547 1.48232
Br: 4.87814 -1.52179 0.05611
N: 0.44614 0.73596 -2.35088
N: -0.23318 1.20356 -3.41033
C: -1.68295 0.84302 -3.42846
O: -1.97488 -0.28516 -3.65565
N: -2.66103 1.84142 -3.21883
C: -2.17993 3.00093 -2.53776
O: -2.25948 3.20345 -1.36169
F: -1.62494 3.92714 -3.34530
C: 0.23630 1.90936 -4.40635
N: -0.64194 2.22607 -5.42136
C: 1.57971 2.31684 -4.42868
C: 2.21591 3.11904 -5.51987
C: 3.09156 2.19575 -6.42922
O: 3.94390 2.60484 -7.13521
I: 2.71635 0.04187 -6.36802
H: 4.78223 4.24115 -3.63617
H: 3.27038 4.38910 -2.69666
H: 4.79947 3.88245 -1.92871
H: 5.12413 0.98909 -2.47628
H: 2.96811 1.51051 -0.74185
H: 3.36783 0.05718 -1.71083
H: 0.89260 0.04294 0.07551
H: 2.48203 -0.11952 0.72838
H: -3.10192 2.13582 -4.08669
H: -0.20742 2.80427 -6.12420
H: -0.95433 1.38494 -5.90303
H: 2.91197 3.79782 -5.03603
H: 1.51449 3.65192 -6.14971
C: 0.87863 -0.90027 3.33176
C: 0.53715 -2.33416 3.71980
C: -0.45971 -2.42785 4.87314
C: 0.02075 -1.82577 6.19440
C: 1.32071 -2.41636 6.73831
C: 1.22190 -3.90396 7.06298
H: 1.36520 -0.36414 4.14798
H: 1.55899 -0.89371 2.48101
H: -0.01988 -0.35246 3.04459
H: 1.45542 -2.87553 3.96235
H: 0.10687 -2.83723 2.84875
H: -0.72471 -3.47756 5.02403
H: -1.38798 -1.92479 4.58118
H: -0.76843 -1.95841 6.94050
H: 0.14393 -0.74449 6.08066
H: 1.58828 -1.87704 7.65043
H: 2.14010 -2.24835 6.03319
H: 0.43457 -4.09055 7.79573
H: 2.16091 -4.26422 7.48500
H: 1.01084 -4.49971 6.17362
C: -2.23355 0.93581 1.69152
C: -2.81286 -0.47619 1.66397
C: -3.21752 -0.93605 0.26851
C: -4.29209 -0.08890 -0.39605
C: -5.61530 0.04354 0.35330
C: -6.34239 -1.28548 0.53402
H: -2.96586 1.68002 1.37628
H: -1.91957 1.19369 2.70427
H: -1.35854 1.01090 1.03773
H: -3.66064 -0.53652 2.35111
H: -2.06121 -1.17596 2.04203
H: -3.53325 -1.98176 0.31911
H: -2.33246 -0.92354 -0.38075
H: -4.48985 -0.51145 -1.38779
H: -3.87129 0.90767 -0.56931
H: -6.26259 0.72255 -0.20782
H: -5.45583 0.51091 1.32898
H: -6.54646 -1.75220 -0.43179
H: -7.29750 -1.13071 1.03676
H: -5.76249 -1.98539 1.13739

Output
Net charge: +1
HOMO energy (eV): -12.41
Kohn-Sham gap (eV): 7.5
Lowest unoccupied orbital energy (eV): -4.9

---

Entry 4:
The following is a quantum chemistry calculation of 4 unconnected molecules or ions with the total composition C14H31B2O11 at a distorted geometry, from the Open Molecules 2025 dataset.

CARTESIAN COORDINATES (ANGSTROEM)
O: 0.63163 -1.42102 2.14823
B: -0.04730 -0.22106 1.62086
O: 0.80629 0.99346 1.39469
O: -1.46956 -0.10408 1.24422
C: -2.34588 -0.92551 2.09366
C: -3.62853 -0.20685 2.84851
O: -4.61260 -0.01153 1.73676
B: -4.33876 -0.97147 0.62709
O: -3.10990 -1.70182 1.09875
H: 1.28225 -1.78630 1.45662
H: 0.84972 1.04898 0.37528
H: -1.83723 -1.49103 2.99169
H: -3.45134 0.80370 3.43417
H: -3.96867 -0.95789 3.71179
H: -4.23962 -0.38659 -0.41328
H: -5.17489 -1.82573 0.65731
O: 1.28757 2.39127 -2.64943
C: 0.26790 1.80007 -2.99580
O: -0.34558 0.93917 -2.14913
C: -1.64110 0.35902 -2.37563
C: -1.53015 -0.90104 -3.21149
C: -0.26617 1.94550 -4.38998
H: -2.33333 1.08894 -2.80251
H: -2.03918 0.09798 -1.38696
H: -1.12589 -0.68930 -4.20478
H: -2.51011 -1.37323 -3.32951
H: -0.84910 -1.61644 -2.73812
H: 0.25158 1.24431 -5.04847
H: -0.07233 2.96854 -4.72938
H: -1.34263 1.80012 -4.46671
O: -3.11635 2.16937 5.96503
C: -1.95018 1.82391 6.13805
O: -1.37833 0.90905 5.31929
C: 0.02346 0.59113 5.30709
C: 0.34576 -0.47023 6.34070
C: -1.16558 2.33423 7.31027
H: 0.63490 1.48976 5.42028
H: 0.24091 0.19405 4.30753
H: 0.13308 -0.12079 7.35437
H: 1.40108 -0.75401 6.28614
H: -0.26791 -1.36278 6.17796
H: -1.38038 1.71476 8.18403
H: -1.47796 3.36408 7.51328
H: -0.09102 2.37237 7.13810
O: 1.38365 0.06937 -5.32588
C: 2.54982 -0.27609 -5.15286
O: 3.12167 -1.19095 -5.97162
C: 4.52346 -1.50887 -5.98382
C: 4.84576 -2.57023 -4.95021
C: 3.33442 0.23423 -3.98064
H: 5.13490 -0.61024 -5.87063
H: 4.74091 -1.90595 -6.98338
H: 4.63308 -2.22079 -3.93654
H: 5.90108 -2.85401 -5.00477
H: 4.23209 -3.46278 -5.11295
H: 3.11962 -0.38524 -3.10688
H: 3.02204 1.26408 -3.77763
H: 4.40898 0.27237 -4.15281

Output
Net charge: -1
HOMO energy (eV): -3.48
Kohn-Sham gap (eV): 5.5
Lowest unoccupied orbital energy (eV): 2.0

---

Entry 5:
The following is a quantum chemistry calculation of a molecular structure, C13H18FNO5Si2 at a distorted geometry, from the Open Molecules 2025 dataset.

CARTESIAN COORDINATES (ANGSTROEM)
C: 2.08840 -3.56684 0.19165
C: 2.97911 -2.34644 0.30803
Si: 2.10910 -0.64914 -0.15857
C: 3.32580 0.73805 0.39191
C: 2.61890 2.14476 0.84949
C: 2.32134 2.27382 2.46173
C: 0.69385 2.30136 2.76531
O: 1.88274 -0.73643 -1.93486
Si: 0.83943 0.56432 -2.49071
F: 1.93728 1.92754 -2.92098
O: -0.07665 0.21179 -3.94863
N: -0.75928 -0.94316 -3.86132
O: -0.04303 -1.91985 -4.01105
O: -0.12145 1.08611 -1.11490
C: -1.55145 1.20505 -1.44003
O: -1.99554 2.20787 -2.20514
C: -2.63771 0.13615 -0.81837
C: -3.88040 0.71755 0.13558
C: -5.04599 -0.28517 0.79017
C: -5.00796 -1.90872 0.48442
C: -3.78244 -2.53195 -0.42971
C: -2.62492 -1.49410 -1.04659
H: 2.49464 -4.65446 0.42738
H: 0.97138 -3.45905 -0.18552
H: 4.10721 -2.40163 0.67264
H: 0.83238 -0.66640 0.56980
H: 3.90021 0.32377 1.34864
H: 4.10255 0.98585 -0.46249
H: 3.40184 3.00842 0.59370
H: 1.63934 2.42273 0.27265
H: 2.73528 3.33796 2.80730
H: 2.89740 1.44355 3.08490
H: 0.46663 2.65068 3.87084
H: 0.25334 1.23474 2.56016
H: 0.15199 3.04015 2.00290
H: -3.99479 1.86857 0.41387
H: -5.92077 0.10940 1.47527
H: -5.82547 -2.67054 0.89605
H: -3.70552 -3.69710 -0.67504
H: -1.77677 -2.00917 -1.67045

Output
HOMO energy (eV): -9.17
Kohn-Sham gap (eV): 8.1
Lowest unoccupied orbital energy (eV): -1.1

---

Entry 6:
The following is a quantum chemistry calculation of a molecular structure, C34H57CaN3O2Si at a distorted geometry, from the Open Molecules 2025 dataset.

CARTESIAN COORDINATES (ANGSTROEM)
O: 0.81553 -2.30010 0.01976
O: -0.98381 -2.22954 -3.82074
C: 1.93466 -2.43724 -0.93639
C: 3.03564 -3.35611 -0.46278
H: 2.29694 -1.41628 -1.08880
H: 1.49158 -2.78078 -1.87863
H: 3.48366 -3.00796 0.47989
H: 3.83860 -3.37565 -1.21657
H: 2.67907 -4.38497 -0.34262
C: -0.17540 -3.41876 0.02522
C: -0.18705 -4.25777 -1.23204
H: -1.14379 -2.90671 0.16319
H: 0.00541 -4.02929 0.91725
H: -0.41418 -3.66122 -2.11957
H: -0.96915 -5.01136 -1.13261
H: 0.76005 -4.79472 -1.37713
C: -2.36183 -1.96777 -3.43772
C: -0.65607 -1.49450 -5.02964
C: -3.16648 -3.23531 -3.58302
H: -2.82308 -1.19126 -4.07709
H: -2.36445 -1.60556 -2.39331
H: -3.15744 -3.54884 -4.63649
H: -4.20754 -3.04686 -3.27222
H: -2.73150 -4.04450 -2.98175
C: -1.22118 -2.15470 -6.28051
H: 0.43925 -1.41530 -5.06645
H: -1.08208 -0.48134 -4.99304
H: -1.09922 -3.24270 -6.23345
H: -0.70126 -1.75655 -7.16076
H: -2.29087 -1.92659 -6.37211
H: -0.72363 0.89501 -3.50814
N: 1.74103 0.98943 2.04308
C: 1.59340 2.23072 2.49306
C: 0.41813 2.97408 2.32730
C: -0.86891 2.51355 2.01183
C: 2.74546 2.91147 3.19746
H: 3.65730 2.90077 2.57756
H: 2.97831 2.43794 4.16902
H: 2.46052 3.95549 3.38829
C: -1.94462 3.59245 1.99132
H: -2.44847 3.66045 2.97475
H: -2.71034 3.40715 1.22034
H: -1.47751 4.57012 1.78850
N: -1.20532 1.22736 1.83835
C: 2.89530 0.19786 2.33272
C: 3.89157 0.02117 1.33684
C: 3.82194 0.71991 0.00481
C: 4.95962 -0.83445 1.60360
H: 5.71880 -0.97215 0.82107
C: 5.07769 -1.47076 2.84617
H: 5.94210 -2.11175 3.04297
C: 4.09225 -1.29486 3.81784
H: 4.16960 -1.77504 4.79673
C: 2.99569 -0.47564 3.57787
C: 1.91770 -0.31895 4.61038
C: -2.53116 0.81188 2.18703
C: -3.51191 0.55208 1.19432
C: -3.25465 0.81582 -0.26059
C: -4.77110 0.08585 1.57871
H: -5.49844 -0.14180 0.79885
C: -5.10535 -0.05140 2.92247
H: -6.09578 -0.39745 3.21235
C: -4.16808 0.25357 3.91329
H: -4.41063 0.18458 4.97208
C: -2.88253 0.66753 3.55429
C: -1.86923 0.93828 4.62629
Ca: 0.31679 -0.75386 1.54234
H: 3.51848 0.02899 -0.80347
H: 4.82611 1.09397 -0.26283
H: 3.12205 1.56767 -0.00047
H: 1.68934 0.73448 4.82522
H: 2.25504 -0.78087 5.54757
H: 0.97858 -0.82783 4.32894
H: -3.57288 -0.04374 -0.87386
H: -2.19808 1.01772 -0.47817
H: -3.83813 1.68778 -0.61022
H: -1.01497 0.24301 4.56658
H: -2.33365 0.80067 5.61409
H: -1.47662 1.96722 4.57596
H: 0.50741 4.03763 2.52899
C: -0.10465 1.06372 -2.65091
Si: 0.29745 2.90676 -2.72730
H: 0.74863 0.38205 -2.71913
H: -0.66591 0.75779 -1.77299
C: 1.60986 2.79695 -4.06530
C: 0.83251 3.71307 -1.10363
C: -1.43622 3.41917 -3.28544
H: -1.98191 2.56320 -3.70381
H: -1.42073 4.18245 -4.06551
H: -2.03973 3.79170 -2.45188
H: 2.55749 2.43192 -3.65323
H: 1.80403 3.75248 -4.56023
H: 1.30517 2.08015 -4.83843
H: 1.50836 3.05807 -0.55315
H: -0.04417 3.92426 -0.47780
H: 1.35515 4.66386 -1.28950
N: -1.10945 -3.19446 3.73116
C: -0.63814 -2.25593 3.20369

Output
HOMO energy (eV): -7.42
Kohn-Sham gap (eV): 7.9
Lowest unoccupied orbital energy (eV): 0.4